Version i
A cluster of 11 separate species, H22O11 in total. Source: the OMol25 dataset; level of theory: ωB97M-V/def2-TZVPD.

```
33
Properties=species:S:1:pos:R:3
O -0.04309 0.15248 -0.43018
H -0.39209 -0.31352 0.29682
H 0.86491 0.23448 -0.17218
O -3.05109 1.30648 0.25582
H -3.05709 0.41648 0.71582
H -3.94509 1.57148 0.42182
O -0.73009 1.42748 2.53382
H -1.67609 1.56748 2.66982
H -0.59909 1.69048 1.64682
O -1.84609 -1.13552 1.31782
H -1.77809 -1.08852 2.25182
H -2.67709 -1.56252 1.05082
O 4.21291 0.97848 -0.36918
H 4.47591 1.73348 0.16382
H 3.63391 0.42148 0.11382
O -1.82709 -2.92552 -1.00318
H -2.43609 -3.39652 -0.45218
H -2.22209 -2.07052 -1.23718
O 2.28091 -0.71152 0.52082
H 2.77291 -1.52652 0.25882
H 2.00991 -0.93952 1.41182
O -1.17109 1.83848 -2.13618
H -0.73909 1.39948 -1.37818
H -1.47509 1.15248 -2.72118
O 0.80091 -0.93852 -3.05518
H 0.00691 -0.71452 -2.56918
H 0.58191 -0.93652 -3.99618
O 0.87191 -0.77152 2.93982
H 0.40891 0.05648 2.80582
H 0.83691 -0.94052 3.85682
O 2.11891 1.57048 -2.12518
H 1.20391 1.33148 -2.18118
H 2.58391 1.12248 -1.40618
```

Results
HOMO-LUMO gap   0.3362 Eh
Highest occupied orbital energy   -9.593 eV
SMILES   O.O.O.O.O.O.O.O.O.O.O
Molecular weight   198.2 g mol⁻¹

Here are the natural (NBO) charges for atoms 1 to 2, given in e: number 1, O, carries -0.987; number 2, H, carries 0.492

---

Version ii
A cluster of 11 separate species, H22O11 in total. Source: the OMol25 dataset; level of theory: ωB97M-V/def2-TZVPD.

```
33
Properties=species:S:1:pos:R:3
O 0.75297 -0.81759 0.03730
H 1.72208 -0.97130 0.21277
H 0.67508 0.07678 -0.09808
O -1.98403 -1.02924 -1.68480
H -1.94122 -1.63286 -2.44640
H -1.31311 -1.28169 -1.06257
O -4.31628 -0.81168 -0.17222
H -3.94186 -0.34546 0.65876
H -3.44038 -1.19058 -0.38913
O 4.85842 1.80147 0.87199
H 4.85539 1.43999 0.05525
H 5.74675 2.15263 1.10891
O 1.91998 -3.39657 -2.10688
H 2.03749 -3.86058 -1.22794
H 1.22014 -2.74282 -2.06045
O -0.86137 4.34796 0.86675
H -0.73616 3.54548 0.31656
H -1.69314 4.23777 1.15147
O -2.87287 2.17328 -0.46115
H -2.32094 1.74142 0.17627
H -3.75548 2.23239 -0.06897
O -2.09366 -1.43430 4.11407
H -1.15933 -1.39543 3.75933
H -2.34124 -0.52286 3.98480
O -0.80369 -3.84927 0.19749
H 0.01706 -4.26480 0.16746
H -1.44580 -4.56089 -0.00751
O -1.34971 3.27203 -2.02016
H -2.19114 2.81472 -2.22170
H -1.30039 3.79737 -2.89937
O 6.07093 0.30508 0.05419
H 5.28726 -0.12184 0.48541
H 6.69828 0.29142 0.70852
```

Results
HOMO-LUMO gap   0.3624 Eh
Highest occupied orbital energy   -10.158 eV
SMILES   O.O.O.O.O.O.O.O.O.O.O
Molecular weight   198.2 g mol⁻¹

Here are the natural (NBO) charges for atoms 1 to 2, given in e: number 1, O, carries -0.950; number 2, H, carries 0.479

---

Which one sits at the bottom of the stability order? version ii does.

---

Version i
A structure of composition C6H13N3. Source: the OMol25 dataset; level of theory: ωB97M-V/def2-TZVPD.

```
22
Properties=species:S:1:pos:R:3
C 1.65515 -0.23389 -0.96978
C 0.96857 0.58750 0.21808
C 0.43011 1.95205 -0.60142
C -0.48727 0.82112 -0.09514
C -1.10178 -0.58889 -0.07434
C -0.26294 -1.31456 0.92635
H 2.79170 -0.41101 -0.70086
H 1.49776 0.37868 -1.95777
H 1.15905 -1.35582 -0.91120
H 1.00374 1.84162 -1.54520
H 0.42531 2.87441 0.04583
H -1.98168 1.34622 1.41710
H -0.20543 1.23029 1.95922
H -2.18423 -0.46092 0.30677
H -1.58122 -0.33471 -1.89575
H -2.17349 -1.85809 -1.31771
H 0.12259 -2.31572 0.62958
H -0.77486 -1.59438 1.89325
H 1.72621 -0.61503 1.56723
N -0.93257 1.46073 1.14864
N -1.00599 -1.21890 -1.35939
N 0.91127 -0.19072 1.31650
```

Results
HOMO-LUMO gap   0.3084 Eh
Highest occupied orbital energy   -7.789 eV
Molecular weight   127.2 g mol⁻¹

Here are the natural (NBO) charges for atoms 1 to 2, given in e: number 1, C, carries -0.651; number 2, C, carries 0.065

---

Version ii
The molecule C6H13N3. Source: the OMol25 dataset; level of theory: ωB97M-V/def2-TZVPD.

```
22
Properties=species:S:1:pos:R:3
C 2.01626 -1.32340 -0.60617
N 0.82188 -0.51865 -0.73074
C 0.74983 0.65446 -0.06549
C 1.87738 1.62949 0.11962
C -0.54284 0.81129 0.39222
N -1.26376 2.02773 0.48980
C -1.14963 -0.51231 0.24073
C -2.28730 -0.73503 -0.70965
N -1.00596 -1.43613 1.22985
H 2.09548 -2.01307 -1.44928
H 2.94387 -0.73704 -0.55647
H 1.98219 -1.93750 0.31389
H 2.57138 1.28740 0.89299
H 1.47458 2.59229 0.43505
H 2.44808 1.76418 -0.80273
H -1.99089 2.03775 1.18936
H -1.60763 2.41002 -0.38478
H -2.62104 -1.77359 -0.73554
H -3.13636 -0.11368 -0.41233
H -1.97496 -0.43224 -1.70938
H -1.16938 -2.40722 0.99842
H -0.23119 -1.27475 1.86064
```

Results
HOMO-LUMO gap   0.2842 Eh
Highest occupied orbital energy   -6.797 eV
SMILES   C/N=C(C)/C(N)=C(/C)N
Molecular weight   127.2 g mol⁻¹

Here are the natural (NBO) charges for atoms 1 to 2, given in e: number 1, C, carries -0.436; number 2, N, carries -0.534

---

Version iii
The molecule C6H13N3. Source: the OMol25 dataset; level of theory: ωB97M-V/def2-TZVPD.

```
22
Properties=species:S:1:pos:R:3
H 3.77478 1.43280 -1.51091
N 3.46778 0.89595 -0.69417
N 2.22522 0.65010 -0.84403
N 1.62360 0.00448 0.07863
C 2.17686 -0.51842 1.28846
C -0.12698 -0.34104 -0.31703
C -0.24526 -1.74541 -0.73909
C -0.96699 0.65674 -0.16695
C -0.58577 2.04529 0.23992
C -2.44371 0.43368 -0.40075
H 3.10511 0.03413 1.45802
H 1.48783 -0.36449 2.11881
H 2.41565 -1.58198 1.19911
H 0.17518 -1.87056 -1.73704
H 0.29906 -2.40068 -0.05962
H -1.29078 -2.04876 -0.75803
H 0.48806 2.19125 0.19752
H -0.93165 2.24658 1.25337
H -1.06202 2.76200 -0.42574
H -2.64192 0.21168 -1.44731
H -3.00042 1.32390 -0.12451
H -2.80692 -0.40037 0.19774
```

Results
HOMO-LUMO gap   0.3426 Eh
Highest occupied orbital energy   -8.462 eV
SMILES   [H]/N=N/N(C)C(C)=C(C)C
Molecular weight   127.2 g mol⁻¹

Here are the natural (NBO) charges for atoms 1 to 2, given in e: number 1, H, carries 0.322; number 2, N, carries -0.565

---

Version iv
A cluster of 2 separate species, C6H13N3 in total. Source: the OMol25 dataset; level of theory: ωB97M-V/def2-TZVPD.

```
22
Properties=species:S:1:pos:R:3
C 2.44904 -1.59334 -0.70584
C 1.43920 0.56504 -0.09961
C -0.43704 -0.11159 0.78407
C 1.91680 1.86590 0.43900
C -0.31361 -1.48752 1.25588
C -1.68794 1.40245 -0.51537
N 2.09143 -0.40401 -0.55546
N -2.26788 -1.00644 -0.54890
N -1.47041 0.09026 0.00089
H 2.23144 -2.49555 -0.18665
H 3.20748 -1.63516 -1.50861
H 1.56940 2.55909 -0.27367
H 2.89663 1.77270 0.62352
H 1.49344 2.02587 1.34634
H -0.18252 -2.10974 0.39076
H -1.20576 -1.84247 1.63226
H 0.54703 -1.39812 2.05812
H -1.93723 1.41176 -1.53166
H -2.41276 1.88172 0.00700
H -0.81316 1.99692 -0.58259
H -3.20660 -0.86393 -0.83895
H -1.77574 -1.23421 -1.38844
```

Results
HOMO-LUMO gap   0.2576 Eh
Highest occupied orbital energy   -6.189 eV
Molecular weight   127.2 g mol⁻¹

Here are the natural (NBO) charges for atoms 1 to 2, given in e: number 1, C, carries -0.335; number 2, C, carries 0.216

---

Which one sits at the bottom of the stability order? version i does.

---

Version i
A cluster of 2 separate species, C4H12S2 in total. Source: the OMol25 dataset; level of theory: ωB97M-V/def2-TZVPD.

```
18
Properties=species:S:1:pos:R:3
C -0.92488 0.22227 -1.97389
S 0.06015 1.65263 -2.29406
C -1.33145 2.78210 -2.67176
H -1.96540 0.16774 -2.27195
H -0.36845 -0.68834 -2.33281
H -0.90067 0.07109 -0.88292
H -1.97192 2.39056 -3.45823
H -0.82705 3.68413 -3.07450
H -2.04344 2.98136 -1.89263
C -0.51954 -2.43345 2.35752
S 0.98749 -1.63568 1.71256
C 1.12990 -0.51413 3.17984
H -0.60905 -3.30844 1.72119
H -0.33783 -2.79457 3.36484
H -1.39839 -1.78160 2.45344
H 1.39993 -1.19973 3.95854
H 0.15973 -0.01811 3.35143
H 1.84141 0.28419 3.00275
```

Results
HOMO-LUMO gap   0.3397 Eh
Highest occupied orbital energy   -8.300 eV
SMILES   CSC.CSC
Molecular weight   124.3 g mol⁻¹

Here are the natural (NBO) charges for atoms 1 to 2, given in e: number 1, C, carries -0.786; number 2, S, carries 0.204

---

Version ii
A cluster of 2 separate species, C4H12S2 in total. Source: the OMol25 dataset; level of theory: ωB97M-V/def2-TZVPD.

```
18
Properties=species:S:1:pos:R:3
C -0.14321 -3.75214 -1.01215
C -0.88056 -2.47170 -0.63130
S -0.22548 -0.92079 -1.30084
H 0.47450 -4.03927 -0.16449
H -0.87225 -4.55637 -1.12364
H 0.30257 -3.66882 -1.99909
H -0.98291 -2.22014 0.42177
H -1.85580 -2.52236 -1.11681
H 0.68800 -1.49974 -2.11216
C -0.46938 0.95037 1.57556
S 0.61092 2.39053 1.54511
C 0.68219 2.64678 -0.24398
H 0.03126 0.08255 1.13978
H -0.68915 0.65082 2.59851
H -1.35082 1.19843 0.99493
H 1.62363 2.29229 -0.66587
H 0.61732 3.71167 -0.46627
H -0.10939 2.11734 -0.75953
```

Results
HOMO-LUMO gap   0.3340 Eh
Highest occupied orbital energy   -8.226 eV
SMILES   CCS.CSC
Molecular weight   124.3 g mol⁻¹

Here are the natural (NBO) charges for atoms 1 to 2, given in e: number 1, C, carries -0.620; number 2, C, carries -0.513

---

Which one sits at the bottom of the stability order? version i does.

---

Version i
A structure of composition C2H7N3O2. Source: the OMol25 dataset; level of theory: ωB97M-V/def2-TZVPD.

```
14
Properties=species:S:1:pos:R:3
C -1.85427 0.26576 -0.15210
C 0.24104 -0.96341 -0.15223
H -2.42711 -0.04854 0.84802
H -2.21912 -0.42888 -1.06207
H -2.11452 1.26557 -0.49137
H 0.38688 2.07003 0.22990
H -0.09481 1.30523 1.58192
H 1.74977 -2.04788 -0.31598
H 2.97526 0.50791 0.00570
N -0.43881 0.24663 -0.15766
N 0.26629 1.13721 0.65936
N 1.56507 -1.09165 0.05599
O -0.38498 -2.02390 -0.25367
O 2.34931 -0.19408 -0.79581
```

Results
HOMO-LUMO gap   0.3659 Eh
Highest occupied orbital energy   -9.447 eV
Molecular weight   105.1 g mol⁻¹

Here are the natural (NBO) charges for atoms 1 to 2, given in e: number 1, C, carries -0.428; number 2, C, carries 0.747

---

Version ii
A cluster of 3 separate species, C2H7N3O2 in total. Source: the OMol25 dataset; level of theory: ωB97M-V/def2-TZVPD.

```
14
Properties=species:S:1:pos:R:3
N 1.11851 0.91918 3.39285
N 2.01872 0.62942 3.96528
O 2.92530 0.26552 4.58485
H 0.08476 0.81954 1.10690
N 0.93821 0.73773 0.40066
C 1.52135 -0.38284 0.52870
C 1.19165 -1.49996 1.42221
H 2.40736 -0.50587 -0.19943
H 2.05625 -1.62774 2.18624
H 1.01620 -2.46349 1.13863
H 0.40657 -1.24763 2.14670
O -2.78816 2.00298 -1.44354
H -2.81868 2.03473 -2.39891
H -3.11319 1.13660 -1.17418
```

Results
HOMO-LUMO gap   0.3983 Eh
Highest occupied orbital energy   -9.953 eV
SMILES   N#[N+][O-].[H]/N=C\C.O
Molecular weight   105.1 g mol⁻¹

Here are the natural (NBO) charges for atoms 1 to 2, given in e: number 1, N, carries -0.096; number 2, N, carries 0.436

---

Which one sits at the bottom of the stability order? version i does.